[1]
This record from OMol25 describes C44H59CoN7O5PS as an isolated structure. The level of theory is wB97M-V/def2-TZVPD.

Last column: Mulliken charge in e.
Atoms and positions in Å:
Co -0.02295 -0.89885 -0.22505  0.042
C -1.25164 -4.20301 -3.87600  -1.838
C -0.61684 -2.82831 -3.62919  2.612
C 0.57182 -2.60621 -4.56271  -1.783
C -1.68144 -1.75606 -3.74134  0.261
C -2.11953 -1.35059 -4.99679  -0.112
C -3.21873 -0.51936 -5.12637  -1.392
C -3.91870 -0.16198 -3.98611  -1.018
C -3.51298 -0.54543 -2.70764  1.203
C -4.51194 -0.21995 -1.59506  0.375
C -5.47268 -1.40634 -1.43682  -1.590
C -3.99164 0.21598 -0.22296  -1.183
C -2.32473 -1.29225 -2.58219  -1.277
N -1.74534 -1.53911 -1.31325  1.063
C -2.17145 -2.56111 -0.59169  0.449
O -2.82129 -3.56705 -0.92214  -0.845
C -1.91573 -2.33365 0.90092  -1.421
C -2.62605 -3.11613 1.78513  -0.540
C -2.65338 -2.74295 3.12210  -1.301
C -2.02706 -1.56393 3.48053  -0.376
C -1.30080 -0.82845 2.54242  -0.507
N -1.20083 -1.24896 1.27943  2.394
C -0.79402 0.54505 3.03241  0.031
O -1.31332 0.93412 4.10637  -0.844
N 0.09072 1.14612 2.28293  0.820
C 0.36058 2.51763 2.48217  -0.579
C 1.60111 2.89991 3.02572  0.130
C 2.04257 4.21011 2.87389  0.295
C 1.23879 5.16833 2.27367  -1.454
C -0.06043 4.82775 1.92843  -0.421
C -0.53244 3.52269 2.05411  0.426
C -2.01255 3.24745 1.84778  2.772
C -2.64908 4.07311 0.72819  -1.644
C -2.76075 3.51926 3.16242  -1.695
C 2.34935 1.92308 3.91697  2.731
C 1.78245 2.03145 5.34000  -1.767
C 3.86220 2.12783 3.93367  -1.983
H -0.50819 -4.99846 -3.75010  0.435
H -1.65029 -4.26172 -4.89432  0.354
H -2.06520 -4.37116 -3.16974  0.381
H -0.25901 -2.82523 -2.60145  -1.530
H 0.28992 -2.74985 -5.60907  0.561
H 1.36317 -3.33051 -4.33907  0.342
H 0.97725 -1.59702 -4.45105  0.291
H -1.60592 -1.70138 -5.88586  0.311
H -3.54664 -0.18505 -6.10379  0.352
H -4.82212 0.43194 -4.08400  0.390
H -5.09864 0.61594 -1.98434  0.778
H -4.92150 -2.30454 -1.14639  0.223
H -5.99119 -1.61808 -2.37520  0.389
H -6.22066 -1.18866 -0.66775  0.424
H -3.85892 -0.63603 0.44730  0.158
H -4.71981 0.88509 0.24633  0.703
H -3.04715 0.74135 -0.30085  -0.419
H -3.15010 -3.97264 1.38397  0.576
H -3.19293 -3.33012 3.85598  0.420
H -2.09230 -1.15323 4.47519  0.609
H 3.01997 4.49546 3.24627  0.254
H 1.60715 6.17463 2.10968  0.400
H -0.72569 5.59872 1.55610  0.273
H -2.13243 2.19291 1.59975  -1.119
H -2.72925 5.12787 1.00771  0.486
H -3.66052 3.70794 0.53010  0.428
H -2.07464 3.99417 -0.19463  0.078
H -2.56642 4.54390 3.49490  0.311
H -2.43329 2.82921 3.94042  0.304
H -3.84066 3.40161 3.01939  0.471
H 2.14593 0.91414 3.55466  -1.012
H 1.94274 3.04020 5.73678  0.340
H 2.27470 1.31480 6.00815  0.411
H 0.71227 1.82361 5.33510  0.347
H 4.13668 3.08389 4.38834  0.409
H 4.27626 2.09521 2.92204  0.227
H 4.33755 1.33898 4.52306  0.357
C 2.15955 4.18396 -2.85869  -0.959
C 1.48871 3.02363 -3.58237  -0.430
N 0.32749 2.53195 -2.84526  -0.157
C 0.38377 1.40864 -2.06838  -1.129
S -0.54078 1.37144 -0.63876  0.491
N 1.21149 0.45726 -2.48455  -1.738
N 1.14133 -0.67058 -1.72960  2.612
C 2.00257 -1.59193 -1.98020  1.531
C 3.16022 -1.41360 -2.90489  -2.215
C 1.82445 -2.84223 -1.22404  0.866
C 2.61819 -3.95250 -1.45883  -1.094
C 2.42987 -5.09938 -0.70460  -1.302
C 1.45722 -5.09797 0.27361  -1.042
C 0.70136 -3.94720 0.43798  -0.408
N 0.86514 -2.84777 -0.28907  0.913
H 3.03229 4.53495 -3.41451  0.388
H 2.47781 3.88236 -1.85892  0.107
H 1.46769 5.02306 -2.74801  0.318
H 2.17544 2.18929 -3.69636  0.152
H 1.17576 3.33729 -4.58040  0.394
H -0.23040 3.24672 -2.40136  0.271
H 4.07463 -1.29555 -2.31322  0.291
H 3.01176 -0.52130 -3.50185  0.332
H 3.29044 -2.26918 -3.56847  0.554
H 3.37550 -3.91012 -2.22818  0.537
H 3.03509 -5.98095 -0.87628  0.434
H 1.27226 -5.96245 0.89526  0.508
H -0.07222 -3.91356 1.19554  0.369
C 1.82142 -1.96572 3.42871  -0.759
O 2.10224 -0.65493 2.97503  -0.266
P 1.84052 -0.24537 1.41320  0.950
O 2.78381 1.06238 1.46255  -0.227
C 3.09213 1.80124 0.28921  -0.720
O 3.00728 -1.30583 0.80687  -0.187
C 4.32390 -1.33381 1.32778  -1.187
H 2.51041 -2.17888 4.24601  0.364
H 1.97354 -2.70839 2.63823  0.174
H 0.79822 -2.04277 3.80449  0.167
H 4.08947 1.52300 -0.06336  0.276
H 3.08072 2.85758 0.55260  0.431
H 2.37478 1.62413 -0.51009  -0.054
H 4.54767 -2.33865 1.69737  0.236
H 4.45780 -0.62298 2.14320  0.221
H 5.03797 -1.09335 0.53508  0.240

Charge = -1
Energy above the lowest of the compared OMol25 structures with the same formula, charge and spin = 0.00 kcal/mol
2S+1 = 2
Lowest unoccupied orbital energy (spin up / spin down) = 0.075 / 0.076 hartree
HOMO-LUMO gap (spin up / spin down) = 6.43 / 6.93 eV

[2]
This record from OMol25 describes one molecule with the formula C5H13N3. The level of theory is wB97M-V/def2-TZVPD.

Last column: Mulliken charge in e.
Atoms and positions in Å:
H -1.97116 -2.85487 2.99895  0.229
N -1.17658 -2.28220 2.77513  -0.647
C -0.48569 -2.31520 1.73280  0.065
N 0.53269 -1.39115 1.53062  -0.324
C 0.75366 -0.95294 0.16126  -0.573
C 1.07990 0.54031 0.01763  -0.675
C -0.20176 1.39490 -0.10133  -0.646
C -0.86347 1.37186 -1.48265  -0.531
N 0.00778 1.93290 -2.53430  -0.602
H -0.51675 -3.05379 0.92305  0.408
H 0.48764 -0.61109 2.17327  0.287
H -0.03104 -1.16233 -0.54421  0.282
H 1.64838 -1.44454 -0.23007  0.245
H 1.79338 0.74221 -0.77250  0.451
H 1.51260 0.86111 0.96741  0.277
H 0.01293 2.44096 0.12963  0.352
H -0.85625 0.95495 0.65715  0.310
H -1.74921 2.00567 -1.44635  0.277
H -1.12885 0.33316 -1.67706  0.280
H 0.29333 1.15721 -3.11973  0.277
H 0.85846 2.33287 -2.15870  0.259

Energy above the lowest of the compared OMol25 structures with the same formula, charge and spin = 23.94 kcal/mol
SMILES = [H]/N=C/NCCCCN
Lowest unoccupied orbital energy = 0.037 hartree
HOMO-LUMO gap = 10.07 eV